Entry 1:
The following is a DFT calculation (the ωB97M-V functional and the def2-TZVPD basis) of a structure of composition C25H30FN4O3Zr.

```
64
Properties=species:S:1:pos:R:3:lowdin_charge:R:1
Zr -1.03073 2.43244 2.56859 1.8888
C 0.63858 3.92441 4.49231 -0.0329
N -0.10049 4.22915 3.23235 -0.4460
C 0.80698 4.75557 2.17482 -0.0244
C -1.27789 5.14689 3.44687 -0.1148
C -2.25579 5.01554 2.29199 -0.2756
C -2.87700 6.13516 1.77694 -0.0132
C -3.79833 5.99835 0.74455 -0.0194
C -4.09227 4.74688 0.21859 -0.0481
C -3.46863 3.62081 0.72891 -0.0972
C -2.54898 3.72738 1.77745 -0.2471
H 1.04002 4.83069 4.94129 0.1207
H 1.46708 3.25621 4.27561 0.1041
H -0.03014 3.45969 5.21428 0.1032
H 1.28720 5.66878 2.52018 0.1203
H 0.23306 4.98048 1.28064 0.1063
H 1.57992 4.02569 1.94818 0.1011
H -0.91265 6.16521 3.56785 0.1476
H -1.75351 4.85616 4.38224 0.1426
H -2.66093 7.11823 2.18176 0.1312
H -4.28748 6.87941 0.34846 0.1268
H -4.81012 4.65259 -0.58550 0.1212
H -3.71845 2.65485 0.31518 0.1002
C 1.12072 -4.73936 1.99758 -0.0390
C -0.13178 -4.28039 1.27396 -0.1402
N -0.18266 -2.78516 1.15912 0.0245
C -0.61025 -2.12307 2.22051 0.0621
C -0.68043 -0.74028 2.32360 -0.0066
C -1.27007 -0.28347 3.66093 -0.4713
O -1.56296 -1.07272 4.49023 0.1962
O -1.43862 1.06547 3.82271 -0.2080
C -0.23725 0.00160 1.22049 -0.2057
O -0.19633 1.35122 1.18558 -0.2162
C 0.19416 -0.68979 0.06627 -0.0609
C 0.60135 0.00879 -1.09126 0.1023
C 1.02966 -0.65394 -2.18555 -0.1707
F 1.40058 0.06451 -3.25189 0.0927
C 1.12186 -2.07769 -2.25220 -0.0994
C 0.70344 -2.75923 -1.11110 0.0784
C 0.23896 -2.09414 0.02943 -0.0897
N 1.58533 -2.71201 -3.38505 -0.0391
C 1.93064 -1.97145 -4.62030 -0.1029
C 2.37365 -2.92528 -5.71743 -0.0723
N 1.40162 -4.07218 -5.83613 0.0915
C 1.27770 -4.85895 -4.53366 -0.0468
C 1.98367 -4.11871 -3.40958 -0.1129
H 1.13443 -5.82853 2.03639 0.0983
H 1.14142 -4.36940 3.02393 0.0898
H 2.02420 -4.40164 1.48647 0.0872
H -1.03873 -4.57618 1.79386 0.1384
H -0.19463 -4.70526 0.28071 0.1086
H -0.93981 -2.71353 3.06636 0.1665
H 0.58128 1.08937 -1.11767 0.1470
H 0.72797 -3.83158 -1.10161 0.0942
H 2.74622 -1.26833 -4.46818 0.1434
H 1.06789 -1.40304 -4.96258 0.1387
H 3.35159 -3.36145 -5.53965 0.1426
H 2.40397 -2.40347 -6.66891 0.1517
H 1.68485 -4.69192 -6.59618 0.1913
H 0.48800 -3.70712 -6.10484 0.1872
H 1.71267 -5.84156 -4.69040 0.1461
H 0.21632 -4.97059 -4.33430 0.1424
H 3.06756 -4.19862 -3.51218 0.1442
H 1.74232 -4.63149 -2.49099 0.1209
```

Relative energy (zero: lowest compared OMol25 entry of this formula, charge and spin) = 0.00 kcal/mol
HOMO = -16.33 eV
Net charge = +3
Gap between HOMO and LUMO = 7.62 eV
Energy = -42490.09746 eV


Entry 2:
The following is a DFT calculation (the ωB97M-V functional and the def2-TZVPD basis) of a structure of composition C8H11F6NiO5.

```
31
Properties=species:S:1:pos:R:3:lowdin_charge:R:1
Ni -0.19509 4.24615 1.36275 1.0830
O 0.55558 2.56507 1.33883 -0.1765
H 0.50943 1.80122 0.75544 0.0028
C -1.23808 0.11319 -2.58424 -0.0348
C -0.50263 1.18231 -1.79711 -0.1954
O -0.08712 2.17379 -2.76744 0.0511
C 0.17478 3.40967 -2.45485 -0.3674
O -0.01413 3.96926 -1.39678 0.0900
C 0.67872 4.23967 -3.68778 -0.5657
F 0.49390 3.58622 -4.81344 0.2063
F -0.09484 5.33543 -3.69105 0.1666
F 1.93125 4.62309 -3.54655 0.2027
H -1.50817 -0.72699 -1.94624 0.0856
H -0.50253 -0.21637 -3.31622 0.0950
H -2.15401 0.54129 -2.98302 0.0933
H 0.47782 0.82766 -1.46175 0.1282
H -1.15553 1.61092 -1.03796 0.1209
C 0.97238 -2.00066 0.37405 -0.0586
C 1.17310 -2.33100 1.84861 -0.2018
O -0.00192 -2.93759 2.37093 0.0474
C -0.04260 -3.24980 3.64009 -0.4036
O 0.84921 -3.04028 4.41795 0.1704
C -1.38075 -3.84480 4.12534 -0.5212
F -2.05163 -4.48966 3.17448 0.1797
F -1.21289 -4.63261 5.18614 0.1826
F -2.10538 -2.76265 4.54763 0.1352
H 0.57161 -2.69592 -0.35798 0.0862
H 1.99741 -1.73841 0.09566 0.0845
H 0.35910 -1.09769 0.27445 0.0492
H 1.46780 -1.46017 2.43324 0.1302
H 2.03521 -3.00035 1.89681 0.1343
```

Relative energy (zero: lowest compared OMol25 entry of this formula, charge and spin) = 30.21 kcal/mol
HOMO (spin up / spin down) = -13.22 / -13.22 eV
Net charge = +1
Gap between HOMO and LUMO (spin up / spin down) = 6.36 / 5.49 eV
Energy = -76049.80335 eV
2S+1 = 3


Entry 3:
The following is a DFT calculation (the ωB97M-V functional and the def2-TZVPD basis) of a structure of composition C7H16BBeClO3S.

```
30
Properties=species:S:1:pos:R:3:lowdin_charge:R:1
C 1.93415 -0.73283 1.04444 -0.0277
C 2.74421 0.55957 0.72796 -0.4023
O 4.09397 0.15931 0.51784 0.0353
C 2.33997 1.29520 -0.59409 -0.0489
B 0.88673 1.97327 -0.61041 -0.0513
C -0.37471 1.54003 0.28338 -0.1573
C -1.10500 0.34668 -0.43991 -0.1835
C -2.39269 -0.17006 0.32091 -0.1856
C -2.42360 -1.74045 0.25090 -0.2295
S -2.36589 -2.34860 -1.47252 0.4170
O -2.92435 -3.71449 -1.47099 -0.3211
O -3.14401 -1.37699 -2.26838 -0.3329
Cl -0.42853 -2.48456 -2.16426 0.4378
H 1.75321 -1.36398 0.15187 0.0931
H 2.47665 -1.32254 1.81112 0.1090
H 0.94406 -0.51427 1.50216 0.0723
H 2.77925 1.24872 1.60193 0.1607
H 4.18818 -0.77551 0.72766 0.1105
H 3.06483 2.13360 -0.72403 0.1393
H 2.47665 0.62230 -1.46641 0.1485
H 0.72117 2.85804 -1.39407 0.1017
H -0.15274 1.34110 1.35181 0.1067
H -1.16962 2.45123 0.26481 0.0215
H -1.38732 0.60211 -1.47940 0.1396
H -0.37310 -0.49087 -0.42241 0.0714
H -2.36723 0.17071 1.37865 0.1210
H -3.29022 0.24281 -0.16754 0.1225
H -1.68451 -2.20587 0.92560 0.1188
H -3.42371 -2.03860 0.62812 0.1286
Be -1.39582 3.73492 1.18527 1.2850
```

HOMO = -16.50 eV
Net charge = +2
Gap between HOMO and LUMO = 2.68 eV
Energy = -38070.07186 eV


Entry 4:
The following is a DFT calculation (the ωB97M-V functional and the def2-TZVPD basis) of a structure of composition C17H19BN6O3Ti.

```
47
Properties=species:S:1:pos:R:3:lowdin_charge:R:1
H -2.60828 -1.54396 2.03789 0.1180
N -1.83061 -1.62786 0.07847 -0.0863
B -0.93694 -2.52886 -2.21007 -0.4442
N -1.92217 -2.56778 -0.97156 -0.0096
C -2.82515 -3.48914 -0.60880 -0.0700
Ti -0.44476 -0.42579 -0.46267 0.8917
H -3.06748 -4.28698 -1.29229 0.1222
C -3.31504 -3.20299 0.67621 -0.0528
H -4.05533 -3.75674 1.22689 0.0945
C -2.63872 -2.06322 1.09415 -0.0787
H -1.14338 -3.44169 -2.95341 0.1207
C 3.30376 1.11698 0.37101 -0.0447
H 3.14260 2.16991 0.14654 0.0176
H 2.34139 0.54846 0.54136 0.0093
H 3.80917 0.76165 -0.52938 0.0158
N 0.54255 -2.68501 -1.68471 -0.0343
N -1.03239 -1.15022 -2.97384 -0.0156
N 1.11167 -1.80095 -0.76396 -0.0396
N -0.87704 0.06802 -2.28520 -0.0767
C 1.40984 -3.68076 -1.94406 -0.0684
C -1.19959 -0.86509 -4.26647 -0.0743
H 1.18879 -4.46702 -2.63821 0.1182
H -1.33020 -1.66596 -4.96421 0.1192
C 2.57639 -3.46830 -1.20263 -0.0571
C -1.13812 0.51880 -4.46575 -0.0500
C 2.36656 -2.28408 -0.49351 -0.1011
C -0.89707 1.07544 -3.21253 -0.0733
H 3.45297 -4.07654 -1.20289 0.0893
H -1.22241 1.03493 -5.39645 0.0900
H 3.06219 -1.79822 0.18528 0.1063
H -0.70388 2.08386 -2.90184 0.1071
H 3.94529 0.99677 1.27249 0.0346
O -1.45291 1.41712 3.17533 0.0446
C -0.49999 2.35890 3.25449 -0.2729
C -0.01649 2.83312 4.48924 -0.0085
C 0.74962 4.00423 4.46509 -0.0929
C 0.98413 4.72777 3.27858 -0.0912
C 0.51975 4.20933 2.06169 -0.0174
C -0.02879 2.93312 2.04561 -0.0905
C -0.29295 2.22869 0.77233 -0.5024
O -0.41799 2.79862 -0.30591 0.0667
O -0.38267 0.88915 0.94597 -0.2188
H -1.19202 0.93992 2.33143 0.0683
H -0.28778 2.34458 5.43770 0.1184
H 1.14568 4.39400 5.40709 0.1005
H 1.53380 5.68183 3.31557 0.1009
H 0.57398 4.74195 1.11994 0.1175
```

Relative energy (zero: lowest compared OMol25 entry of this formula, charge and spin) = 0.00 kcal/mol
HOMO (spin up / spin down) = -5.88 / -8.08 eV
Gap between HOMO and LUMO (spin up / spin down) = 6.43 / 8.62 eV
Energy = -56814.25201 eV
2S+1 = 3


Entry 5:
The following is a DFT calculation (the ωB97M-V functional and the def2-TZVPD basis) of a structure of composition C14H26Cl2N7O5S5Sr.

```
60
Properties=species:S:1:pos:R:3:lowdin_charge:R:1
Sr 0.51415 -0.30749 0.32488 1.4874
C -2.10266 -3.87208 -3.03823 -0.0183
N -1.10063 -3.59291 -2.02024 -0.1204
C -0.31501 -4.71802 -1.52341 -0.0052
C -0.89632 -2.38654 -1.49996 -0.4376
O -0.01072 -2.17045 -0.66003 -0.2130
C -1.79011 -1.25925 -2.00354 -0.1045
O -1.58875 -0.06729 -1.26159 -0.1709
C -1.36972 1.07862 -2.07037 -0.0971
C 0.12846 1.23811 -2.32631 -0.4640
O 0.90743 0.50380 -1.69021 -0.2002
N 0.53384 2.13106 -3.21807 -0.1282
C -0.38684 3.01337 -3.92950 -0.0213
C 1.95915 2.35521 -3.42486 -0.0065
H -1.80324 -4.76353 -3.58284 0.1006
H -2.18651 -3.05781 -3.75495 0.0911
H -3.08430 -4.04784 -2.59164 0.1028
H -0.91906 -5.62127 -1.55795 0.1002
H -0.01896 -4.51755 -0.49802 0.0744
H 0.58339 -4.85642 -2.12808 0.1047
H -2.83856 -1.55353 -1.91424 0.1302
H -1.55300 -1.09744 -3.05980 0.1439
H -1.73453 1.94746 -1.51897 0.0928
H -1.94163 1.02106 -2.99937 0.1403
H -0.98109 3.61409 -3.23922 0.0307
H -1.05780 2.44095 -4.57282 0.0993
H 0.19694 3.68110 -4.55581 0.0996
H 2.52087 1.60221 -2.88353 0.0875
H 2.23715 3.34299 -3.05369 0.1028
H 2.18638 2.29195 -4.48858 0.1008
N 3.30000 -1.41609 0.88225 0.0504
N 3.45744 -1.29342 2.26500 0.0099
C 2.40619 -0.95757 3.03753 -0.4265
N 2.58269 -0.67492 4.31681 0.2445
N 1.23515 -0.97450 2.40608 -0.0993
N 0.13842 -0.51720 2.97412 -0.4991
O -0.72703 -0.13846 2.17211 -0.2114
O -0.03626 -0.49107 4.18192 0.0515
H 3.55757 -2.34336 0.57191 0.1081
H 3.84495 -0.71624 0.39194 0.1057
H 4.38748 -1.18795 2.63939 0.1614
H 3.49363 -0.53880 4.71977 0.1355
H 1.75272 -0.48604 4.85975 0.1065
C 0.71481 3.76514 4.66630 -0.3592
S -0.49827 2.61018 3.95559 0.8256
C -0.48253 3.14692 2.28987 -1.0032
C 0.47020 2.83541 1.37568 -1.1608
S 1.89012 1.88970 1.58627 0.4878
S 0.21045 3.57567 -0.20282 0.9162
C -1.42330 4.13236 0.05864 -1.4708
S -2.37522 4.69177 -1.15933 0.5751
S -1.89424 4.02765 1.71188 0.9366
H 0.92300 3.41044 5.67362 0.0338
H 0.28900 4.76381 4.70701 0.0394
H 1.61749 3.74285 4.06040 0.0234
Cl -3.48403 -2.94324 0.72879 0.5798
C -2.65284 -2.56749 2.24218 -0.9378
Cl -0.98920 -3.18026 2.21760 0.6198
H -3.18277 -3.04610 3.05696 0.0378
H -2.61395 -1.49171 2.35380 0.0178
```

Relative energy (zero: lowest compared OMol25 entry of this formula, charge and spin) = 48.81 kcal/mol
HOMO = -9.32 eV
Net charge = +1
Gap between HOMO and LUMO = 6.54 eV
Energy = -115658.90314 eV